Record 1
16
Properties=species:S:1:pos:R:3:forces:R:3:lowdin_charge:R:1 method="wB97M-V/def2-TZVPD" lumo_ev=0.68 homo_energy_ev=-9.56 smiles="O=C1CC[C@H](O)[C@@H]1S" max_force_ev_per_a=0.92 total_charge=0 gap_ev=10.24 e_above_lowest_ev=0.0000
O 0.85667 2.18304 0.54674 -0.2 -0.4 -0.3 0.080
C 0.28894 1.21609 0.10038 -0.1 0.6 0.6 -0.407
C -1.21597 0.95725 0.15879 0.1 0.1 0.3 -0.081
C -1.37304 -0.46903 -0.40083 -0.4 0.1 0.8 -0.127
C -0.01051 -1.12762 -0.16587 -0.2 0.7 0.1 -0.400
O 0.07395 -1.42088 1.21590 -0.4 0.0 -0.3 -0.024
C 0.95875 0.01286 -0.54101 0.1 -0.4 0.1 -0.543
S 2.67555 -0.22694 -0.03934 0.0 -0.2 -0.1 0.816
H -1.73268 1.75688 -0.38332 0.0 -0.3 0.0 0.125
H -1.54816 1.03901 1.21540 0.3 -0.1 -0.6 0.139
H -1.62303 -0.46638 -1.44641 0.0 0.0 -0.6 0.111
H -2.17134 -1.00852 0.12040 0.2 0.0 -0.1 0.123
H 0.13283 -2.01286 -0.76729 0.1 -0.4 -0.2 0.140
H 1.00080 -1.53868 1.42147 0.5 0.0 0.2 0.051
H 0.93849 0.15754 -1.62105 -0.1 0.0 -0.2 0.121
H 2.74877 0.94822 0.58605 0.1 0.2 0.2 -0.123



Record 2
89
Properties=species:S:1:pos:R:3:forces:R:3:lowdin_charge:R:1 method="wB97M-V/def2-TZVPD" lumo_ev=-0.50 homo_energy_ev=-9.22 smiles=BC(F)(F)c1cccc(C(F)(F)F)c1.COCCOCCOC.COCCOCCOC.COCCOCCOC max_force_ev_per_a=0.47 total_charge=0 gap_ev=8.72
B 1.69691 2.83078 -0.04246 0.0 0.0 0.1 0.167
C 0.47341 1.85384 0.14322 -0.3 0.0 0.0 -0.498
F -0.67023 2.22587 -0.54280 0.1 0.1 0.1 0.044
F 0.08567 1.69833 1.45464 0.1 0.0 -0.1 0.053
C 0.96644 0.54480 -0.42051 0.1 -0.2 -0.1 -0.140
C 1.23341 -0.55367 0.39256 0.0 0.1 -0.2 0.014
C 1.68611 -1.73688 -0.17271 -0.1 0.0 0.0 -0.030
C 1.90961 -1.81914 -1.53948 -0.1 0.1 0.1 0.009
C 1.65891 -0.71571 -2.34391 0.0 0.0 0.1 -0.104
C 1.90947 -0.82505 -3.81761 0.1 -0.2 -0.4 -0.557
F 1.37919 0.21177 -4.50345 0.2 -0.3 0.2 0.128
F 1.37978 -1.96263 -4.33211 0.1 0.4 0.1 0.128
F 3.23491 -0.86848 -4.10437 -0.4 0.1 0.1 0.135
C 1.18432 0.46473 -1.79436 0.0 0.0 0.0 0.040
H 2.55506 2.76326 0.77191 0.0 0.1 0.0 0.057
H 1.74796 3.51495 -1.00864 0.1 0.0 0.0 0.056
H 1.05511 -0.48116 1.45436 0.0 0.0 0.1 0.122
H 1.83541 -2.60508 0.45187 0.0 -0.1 0.0 0.107
H 2.25495 -2.74324 -1.97850 0.0 -0.1 0.0 0.128
H 0.94587 1.30616 -2.42891 0.0 0.0 0.0 0.132
C 3.55545 9.71835 3.00353 0.0 0.0 0.1 -0.114
O 3.42819 8.34685 3.29629 0.1 -0.1 -0.1 -0.194
C 2.58873 7.68053 2.37269 0.0 0.1 0.1 -0.210
C 2.74534 6.18216 2.48866 -0.1 -0.1 0.0 -0.183
O 3.88857 5.66683 1.82659 0.0 0.0 0.0 -0.135
C 5.14118 5.84072 2.46910 0.0 0.0 0.0 -0.182
C 5.38480 4.87356 3.60386 0.0 0.0 0.1 -0.211
O 4.71112 5.29191 4.77564 -0.1 0.0 -0.1 -0.194
C 4.63946 4.26887 5.74020 0.0 0.0 0.0 -0.114
H 2.58326 10.22489 3.02538 0.0 0.0 0.0 0.088
H 4.19774 10.15652 3.76436 0.0 0.0 0.0 0.088
H 4.01139 9.87368 2.01857 0.0 0.0 0.0 0.089
H 2.83344 7.98732 1.34783 0.0 0.0 0.0 0.130
H 1.54112 7.94689 2.57407 0.0 0.0 -0.1 0.129
H 1.89599 5.72471 1.97598 0.0 0.0 0.0 0.123
H 2.71899 5.87224 3.53555 0.0 0.1 0.0 0.126
H 5.27346 6.86966 2.81005 0.0 0.0 0.1 0.124
H 5.88499 5.63544 1.69678 0.0 0.0 0.0 0.128
H 6.46500 4.81926 3.80141 0.0 -0.1 0.0 0.128
H 5.03846 3.87593 3.30403 0.0 0.0 0.0 0.128
H 4.07411 3.40764 5.36470 0.0 0.0 0.0 0.088
H 4.12919 4.67542 6.61068 0.0 0.0 0.0 0.088
H 5.63828 3.92999 6.04066 0.0 0.0 0.0 0.088
C -4.03646 -4.61052 -0.10316 0.0 -0.1 0.1 -0.112
O -2.98370 -5.40285 0.39423 0.1 0.1 0.0 -0.190
C -1.86696 -5.40484 -0.47548 0.0 0.0 0.0 -0.204
C -0.63959 -5.94322 0.22266 0.0 0.0 -0.1 -0.180
O -0.00562 -4.99618 1.06858 0.1 0.0 0.0 -0.139
C -0.59584 -4.77248 2.33885 0.0 0.1 0.0 -0.184
C -0.28402 -5.84411 3.35726 -0.1 -0.1 0.0 -0.212
O -1.10614 -6.97808 3.16064 0.1 0.0 -0.1 -0.193
C -0.63399 -8.10442 3.86137 -0.1 0.0 0.0 -0.114
H -4.38274 -4.97137 -1.07935 0.0 0.0 0.0 0.088
H -4.85773 -4.67394 0.60758 0.0 0.0 0.0 0.091
H -3.73028 -3.56223 -0.20379 0.0 0.0 0.0 0.078
H -1.66003 -4.38567 -0.82687 0.0 0.0 0.0 0.130
H -2.08410 -6.03331 -1.35100 0.0 0.0 0.0 0.130
H 0.09853 -6.17300 -0.54837 0.0 0.0 0.0 0.127
H -0.87244 -6.86383 0.76193 -0.1 0.0 0.0 0.124
H -1.67528 -4.62974 2.25419 0.0 -0.1 0.0 0.125
H -0.15345 -3.84025 2.69724 0.0 0.0 0.0 0.124
H -0.45311 -5.43842 4.36513 0.0 0.0 0.0 0.128
H 0.77405 -6.12365 3.27107 0.0 0.0 0.0 0.129
H 0.36389 -8.39832 3.51497 0.0 0.0 0.0 0.088
H -1.32867 -8.92033 3.67437 0.0 0.0 0.0 0.088
H -0.59035 -7.91608 4.94083 0.0 0.0 0.0 0.088
C -3.43841 2.21558 -2.37046 0.0 0.0 0.0 -0.110
O -3.46677 1.16077 -3.30792 0.0 -0.1 0.1 -0.188
C -2.20104 0.53248 -3.42765 -0.1 0.1 0.0 -0.208
C -2.32137 -0.82509 -4.07761 0.1 0.0 -0.1 -0.172
O -2.74625 -1.84649 -3.18721 0.0 0.0 0.0 -0.124
C -4.13533 -1.90979 -2.91511 0.0 0.0 0.1 -0.180
C -4.93622 -2.60891 -3.98864 -0.1 0.0 0.0 -0.210
O -5.17460 -1.74307 -5.08167 0.1 0.0 0.0 -0.192
C -5.61666 -2.43799 -6.22326 -0.1 0.0 0.0 -0.114
H -2.70813 2.98310 -2.65173 0.0 0.0 0.0 0.088
H -4.42962 2.66341 -2.34071 0.0 0.0 -0.1 0.087
H -3.18592 1.84209 -1.37248 0.0 0.0 0.0 0.082
H -1.74472 0.41413 -2.43662 0.0 0.0 0.0 0.116
H -1.53993 1.16472 -4.03901 0.0 0.0 0.0 0.130
H -1.32192 -1.12747 -4.39785 0.0 0.0 0.0 0.116
H -2.96403 -0.77235 -4.95930 0.0 0.0 0.0 0.127
H -4.54727 -0.91695 -2.71922 0.0 0.0 -0.1 0.128
H -4.21987 -2.50489 -2.00277 0.0 0.1 -0.1 0.098
H -5.89641 -2.93566 -3.56330 0.0 0.0 0.0 0.129
H -4.38620 -3.49811 -4.32311 0.0 0.0 0.0 0.129
H -4.86123 -3.15260 -6.57075 0.0 0.0 0.0 0.089
H -5.79490 -1.70273 -7.00497 0.0 0.0 0.0 0.087
H -6.54968 -2.98013 -6.02689 0.0 0.0 0.0 0.087



Record 3
109
Properties=species:S:1:pos:R:3:forces:R:3:lowdin_charge:R:1 method="wB97M-V/def2-TZVPD" lumo_ev=-3.41 homo_energy_ev=-10.87 max_force_ev_per_a=2.18 total_charge=+1 gap_ev=7.46
N -1.50897 -1.56887 -5.01211 -0.2 0.5 -0.4 -0.284
P -2.34124 -0.33343 -5.54459 0.4 -1.8 0.5 0.770
C -1.40902 0.44492 -6.92341 -0.2 2.1 -0.3 -0.409
C -1.38379 2.00971 -6.89923 1.0 -0.7 0.4 -0.161
C -0.65076 2.46505 -5.61134 -1.0 0.0 0.0 -0.183
C 0.61042 1.68354 -5.19549 0.4 0.0 0.6 -0.318
P 0.46524 1.24110 -3.37793 -0.6 1.5 0.7 0.766
O 0.34566 2.47477 -2.57851 -0.5 0.0 -1.6 -0.372
N 0.98382 0.45328 -5.99984 0.3 0.0 0.0 0.072
C 0.02730 -0.03795 -7.03563 -0.7 -1.5 -0.9 -0.154
H -2.05002 -2.42088 -5.12983 0.4 -0.1 0.3 -0.027
H -3.60948 -0.71548 -6.02513 0.0 0.6 -0.1 0.029
H -2.57389 0.61385 -4.51848 -0.2 0.3 -0.6 0.009
H -1.89495 0.18417 -7.87150 0.0 -0.4 0.3 0.130
H -0.80583 2.32055 -7.77876 -0.3 0.1 0.0 0.120
H -2.37896 2.45301 -6.95988 0.1 0.0 0.1 0.124
H -1.37050 2.36494 -4.78764 0.1 0.2 -0.1 0.078
H -0.42888 3.53364 -5.64531 0.1 -0.2 -0.1 0.131
H 1.46901 2.36258 -5.22171 0.0 -0.2 -0.1 0.136
H 1.61092 0.50559 -2.96870 -0.3 -0.5 -0.7 0.054
H -0.72552 0.47946 -3.28896 0.5 -0.6 -0.3 0.015
H 1.88127 0.62674 -6.45656 -0.1 0.0 0.0 0.185
H 1.17394 -0.32357 -5.35614 -0.3 0.0 -0.1 0.154
H 0.41685 0.17835 -8.03432 0.0 0.4 0.3 0.143
H 0.00995 -1.13231 -6.97396 0.2 0.2 0.3 0.120
C 2.37317 4.08132 0.72711 0.1 0.1 0.1 0.082
C 2.36961 2.88117 0.13189 -0.4 0.2 0.1 -0.220
C 3.55262 1.96170 0.20486 0.5 0.0 0.2 -0.308
O 3.47492 0.87504 -0.35112 -0.3 0.1 -0.2 0.075
C 4.72910 2.40725 0.92214 -0.1 -0.2 -0.1 0.074
C 4.74181 3.60914 1.52146 0.4 -0.3 0.0 -0.225
C 3.54363 4.52610 1.46974 -0.4 0.1 -0.2 -0.313
O 3.59553 5.59726 2.04125 0.3 -0.1 0.1 0.116
O 5.80891 4.03998 2.18474 -0.5 0.4 -0.1 0.123
O 1.32932 2.42412 -0.55909 1.0 0.0 1.5 0.043
H 1.52594 4.75109 0.68206 0.0 0.0 0.0 0.138
H 5.57910 1.73989 0.95164 0.0 0.0 0.0 0.137
H 5.58451 4.92684 2.53289 0.1 -0.1 0.1 0.117
H 1.59439 1.53777 -0.86446 -0.1 -0.1 0.1 0.059
C -0.92763 -0.90352 2.76821 -0.1 0.1 -0.2 0.093
C 0.17825 -1.12175 3.49396 -0.4 0.0 0.2 -0.230
C 1.53590 -1.19620 2.85670 0.3 -0.1 -0.4 -0.312
O 2.50683 -1.37752 3.56377 -0.2 0.0 0.2 0.124
C 1.62411 -1.05062 1.40616 0.1 0.0 0.1 0.070
C 0.51887 -0.83905 0.69282 0.4 0.0 0.0 -0.220
C -0.83078 -0.73709 1.33114 -0.2 0.0 0.4 -0.283
O -1.79757 -0.51787 0.61769 0.4 0.3 -0.3 0.070
O 0.53728 -0.69987 -0.64542 -0.4 0.2 -0.1 0.059
O 0.14398 -1.28314 4.81273 0.4 0.0 -0.2 0.126
H -1.91092 -0.84438 3.21331 0.0 0.0 0.0 0.144
H 2.60273 -1.12287 0.95284 0.0 0.0 0.0 0.131
H -0.39722 -0.56404 -0.89809 0.0 -0.1 0.1 0.097
H 1.06957 -1.42245 5.09234 0.0 0.0 0.1 0.125
C -4.52699 -4.50341 -0.48190 0.1 0.1 0.0 0.083
C -4.88216 -5.10117 -1.62749 -0.1 -0.2 0.4 -0.235
C -4.67540 -4.43878 -2.95951 0.1 0.3 -0.2 -0.316
O -5.00065 -5.03926 -3.96762 -0.1 -0.2 0.2 0.105
C -4.09746 -3.10402 -2.98092 -0.1 -0.2 0.0 0.058
C -3.74468 -2.50260 -1.83699 0.1 0.3 -0.5 -0.224
C -3.92717 -3.17670 -0.50593 -0.2 -0.4 0.3 -0.301
O -3.56551 -2.57669 0.48529 0.0 -0.1 -0.1 0.122
O -3.21358 -1.28213 -1.80196 0.0 -0.3 0.4 0.072
O -5.43533 -6.31124 -1.65879 0.1 0.2 -0.4 0.119
H -4.66870 -4.97089 0.48233 0.0 0.0 0.0 0.138
H -3.97107 -2.63232 -3.94399 0.0 0.0 0.0 0.098
H -3.05444 -1.08291 -0.84968 0.0 0.2 0.0 0.066
H -5.59320 -6.51215 -2.60119 0.0 -0.1 0.0 0.123
C 1.78423 -7.12890 3.69239 0.1 -0.1 0.0 0.080
C 1.08454 -6.11478 3.16897 -0.2 -0.3 0.3 -0.233
C 1.73954 -5.05234 2.33436 0.4 0.1 -0.2 -0.305
O 1.04063 -4.16508 1.87131 -0.3 -0.1 0.2 0.095
C 3.17333 -5.12860 2.12223 -0.2 0.1 -0.1 0.075
C 3.87705 -6.14123 2.64811 0.2 0.4 -0.3 -0.231
C 3.21891 -7.22062 3.46158 -0.4 -0.2 0.2 -0.311
O 3.91070 -8.12118 3.89487 0.2 0.2 -0.1 0.120
O 5.19018 -6.25569 2.48517 -0.2 -0.3 0.2 0.122
O -0.22912 -5.98395 3.35228 0.2 0.3 -0.2 0.116
H 1.32371 -7.90065 4.29287 0.0 0.0 0.0 0.139
H 3.63496 -4.34774 1.53435 0.0 0.0 0.0 0.135
H 5.44993 -7.06922 2.96107 0.0 0.0 0.0 0.125
H -0.48832 -5.17491 2.87139 0.0 0.0 0.0 0.117
C -6.69815 1.74981 -0.28306 0.2 -0.1 0.0 0.080
C -7.34788 2.81305 -0.77805 -0.2 -0.3 0.2 -0.234
C -6.62245 3.91778 -1.49405 0.4 0.2 -0.1 -0.314
O -7.26920 4.84628 -1.93805 -0.2 -0.2 0.1 0.117
C -5.17308 3.82200 -1.61795 -0.1 0.1 -0.1 0.074
C -4.52739 2.76167 -1.11916 0.3 0.4 -0.2 -0.234
C -5.25612 1.64596 -0.42807 -0.4 -0.2 0.2 -0.304
O -4.60312 0.70332 -0.01920 0.2 0.1 -0.1 0.106
O -3.20194 2.62385 -1.20282 -0.2 -0.3 0.1 0.102
O -8.66471 2.95632 -0.66995 0.2 0.3 -0.2 0.122
H -7.20862 0.94770 0.23127 0.0 0.0 0.0 0.139
H -4.65950 4.63058 -2.11920 0.0 0.0 0.0 0.135
H -2.99585 1.77536 -0.76164 0.0 0.0 0.1 0.106
H -8.88170 3.80213 -1.10812 -0.1 0.0 0.0 0.125
C 6.11196 4.20008 6.78255 -0.1 0.1 -0.2 0.077
C 6.05169 3.22868 7.70425 0.4 0.3 -0.1 -0.233
C 4.80389 2.41717 7.91563 -0.5 -0.1 -0.1 -0.313
O 4.81928 1.53704 8.75459 0.3 0.1 0.0 0.115
C 3.63487 2.72960 7.10513 0.1 -0.1 0.1 0.076
C 3.69668 3.70241 6.18819 -0.4 -0.2 0.1 -0.234
C 4.95149 4.49362 5.96001 0.5 0.1 0.2 -0.310
O 4.93672 5.35016 5.09349 -0.2 -0.1 -0.1 0.098
O 2.65727 4.03144 5.42006 0.4 0.2 -0.1 0.110
O 7.08348 2.92135 8.48377 -0.4 -0.2 0.0 0.121
H 7.00372 4.78868 6.61944 0.0 0.0 0.0 0.137
H 2.73780 2.15161 7.27700 0.0 0.0 0.0 0.135
H 2.96844 4.76088 4.84741 0.0 0.0 0.0 0.112
H 6.77992 2.18956 9.05562 0.1 0.0 0.0 0.124



Record 4
96
Properties=species:S:1:pos:R:3:forces:R:3:lowdin_charge:R:1 method="wB97M-V/def2-TZVPD" lumo_ev=0.33 homo_energy_ev=-9.39 smiles="CCOC(=O)C(F)(F)F.CCOC(=O)C(F)(F)F.CCOC(=O)C(F)(F)F.CCOC(=O)C(F)(F)F.CC(C)=O.CC(C)=O.CC(C)=O.CC(C)=O" max_force_ev_per_a=3.92 total_charge=0 gap_ev=9.71
C -0.87894 1.19996 -4.83452 -0.5 1.0 1.1 -0.049
C 0.58617 1.24983 -4.54546 0.8 1.6 0.1 -0.205
O 1.27694 0.08553 -4.99244 0.9 0.7 -1.3 0.065
C 1.00687 -0.99446 -4.33388 0.5 -0.5 -2.0 -0.454
O 0.37766 -1.02897 -3.35572 -1.7 -0.7 3.5 0.179
C 1.36861 -2.27406 -5.10450 0.9 0.3 0.2 -0.572
F 2.39210 -2.08903 -5.92944 0.5 0.0 -0.1 0.178
F 1.66175 -3.25795 -4.25932 0.0 -0.1 0.1 0.177
F 0.33631 -2.63064 -5.84327 -0.9 -0.3 -0.3 0.192
H -1.26528 2.21636 -4.68718 0.1 0.0 -0.3 0.090
H -1.42898 0.65775 -4.06753 0.0 -0.6 -0.4 0.065
H -1.07174 0.91427 -5.86037 -0.2 -0.3 0.0 0.093
H 0.88731 1.51149 -3.52634 -0.5 -0.6 0.3 0.129
H 1.03175 2.09187 -5.08095 0.1 -0.4 -0.5 0.129
C 1.17198 -4.03294 1.56170 0.3 -0.8 0.4 -0.057
C 2.52029 -4.69334 1.36798 -0.3 -0.4 0.4 -0.203
O 3.23505 -3.98909 0.33783 0.2 0.1 -0.9 0.016
C 4.47591 -4.42545 0.10605 -0.4 0.2 1.4 -0.383
O 5.04088 -5.18298 0.83476 0.5 -0.5 -0.3 0.173
C 5.15731 -3.78193 -1.11295 -0.2 0.3 0.3 -0.549
F 6.47094 -3.68605 -0.90996 -0.3 0.0 0.0 0.178
F 4.95238 -4.52613 -2.19547 -0.1 -0.1 -0.3 0.179
F 4.65449 -2.56026 -1.32672 0.2 0.0 -0.2 0.160
H 1.26608 -2.98785 1.83984 -0.1 0.2 -0.3 0.058
H 0.70558 -4.53570 2.41378 -0.1 0.0 -0.1 0.083
H 0.54403 -4.23112 0.69719 -0.1 0.5 -0.1 0.087
H 2.39420 -5.73747 1.05935 0.1 0.2 -0.1 0.135
H 3.09496 -4.72941 2.29620 0.1 0.3 -0.2 0.129
C -2.32943 2.53765 -1.06190 0.5 1.0 0.7 -0.052
C -3.05693 2.30719 0.24293 0.8 -1.1 -0.4 -0.213
O -4.39808 2.74242 0.06521 0.3 0.0 -1.5 0.054
C -4.96251 3.34926 1.05534 -1.6 -0.8 -1.8 -0.446
O -4.53025 3.41084 2.13218 0.9 0.8 3.6 0.191
C -6.34519 3.88482 0.63707 0.6 0.4 0.6 -0.608
F -6.49801 5.04520 1.22833 -0.2 1.4 0.8 0.189
F -6.41303 4.08846 -0.65029 -0.2 -0.1 -1.4 0.202
F -7.35008 3.12167 1.02696 -0.4 -0.9 0.1 0.191
H -1.34022 2.08298 -0.96818 -0.2 -0.3 -0.5 0.066
H -2.10253 3.60563 -1.14995 -0.2 0.0 -0.1 0.090
H -2.93420 2.25839 -1.91494 0.2 -0.4 -0.2 0.074
H -2.52294 2.76606 1.07341 -0.4 0.3 0.0 0.135
H -3.11982 1.24087 0.46893 0.1 -0.1 0.0 0.096
C -4.80050 1.31174 4.55079 -0.8 -0.1 -0.1 -0.054
C -4.44983 0.21318 3.57794 -0.3 0.3 -0.7 -0.172
O -3.31810 -0.52312 4.10000 -0.8 0.7 1.3 0.067
C -2.48671 -1.05724 3.27201 0.2 -0.6 1.8 -0.446
O -2.59608 -1.14638 2.11023 -0.2 -0.1 -3.1 0.173
C -1.26923 -1.68008 3.97598 -0.8 0.7 -0.4 -0.640
F -1.15375 -1.38078 5.23163 -0.1 0.6 1.8 0.216
F -1.28772 -2.98051 3.87616 -0.2 -1.8 -0.4 0.202
F -0.20947 -1.22914 3.35540 1.7 0.5 -0.9 0.176
H -3.90340 1.84003 4.85719 -0.1 0.0 0.3 0.091
H -5.40725 0.92822 5.37329 0.6 -0.1 0.3 0.082
H -5.48545 2.02796 4.09320 0.3 0.0 -0.3 0.071
H -4.18328 0.60658 2.59190 0.2 0.0 0.2 0.104
H -5.28470 -0.47206 3.40475 0.2 -0.1 0.2 0.137
C 2.32597 -0.76683 -0.27713 -1.1 -0.5 -0.6 -0.007
C 1.23003 0.24030 -0.11760 -1.0 1.2 0.3 -0.480
C -0.18411 -0.26447 0.04753 0.3 -1.2 -0.4 -0.015
O 1.39808 1.44533 -0.11553 0.6 -0.1 -0.3 0.036
H 2.56651 -1.21937 0.68447 0.4 0.3 0.1 0.088
H 3.14852 -0.34771 -0.84133 0.4 0.0 0.4 0.073
H 1.87846 -1.59543 -0.84046 0.2 0.0 -0.1 0.085
H -0.94324 0.45265 0.33048 0.4 0.3 0.5 0.053
H -0.13988 -1.11845 0.72802 -0.4 0.0 0.0 0.069
H -0.53223 -0.64050 -0.92159 0.3 -0.3 0.0 0.078
C 4.36424 2.97450 -1.05364 -0.4 -1.1 -0.9 -0.017
C 5.42378 2.07284 -0.47074 0.4 1.1 0.3 -0.513
C 6.87302 2.36786 -0.81705 -1.0 -0.4 -0.2 -0.017
O 5.13795 1.17508 0.26703 -0.3 -1.0 0.6 0.064
H 4.04172 3.78683 -0.41007 0.5 0.3 0.0 0.092
H 3.46844 2.36018 -1.19129 0.0 0.1 0.1 0.057
H 4.70023 3.27563 -2.04828 -0.1 0.6 0.2 0.080
H 6.98184 1.97118 -1.83242 0.3 0.4 0.0 0.091
H 7.51011 1.80212 -0.15009 0.2 0.1 0.1 0.079
H 7.01155 3.44479 -0.78168 0.4 0.0 -0.2 0.082
C 1.24257 2.06956 3.00625 0.5 -0.6 -0.5 -0.017
C 2.35963 2.15352 4.01957 -0.7 0.6 1.8 -0.468
C 3.57873 1.27869 3.84194 0.0 0.0 -0.4 -0.014
O 2.22538 2.80856 5.05021 0.3 -0.5 -1.2 0.045
H 1.21550 1.01856 2.70147 -0.2 0.1 -0.2 0.058
H 1.46481 2.63825 2.10164 0.1 0.0 0.0 0.078
H 0.25951 2.35983 3.36084 0.1 0.2 0.4 0.082
H 3.29151 0.26797 3.53771 0.0 0.1 0.1 0.077
H 4.11877 1.24675 4.78113 0.1 0.0 0.1 0.080
H 4.23896 1.64227 3.04867 -0.1 0.1 0.0 0.079
C -3.76684 -0.51435 -1.58604 0.1 -0.6 -0.4 -0.015
C -4.33012 -1.46580 -2.61228 0.2 -0.2 0.2 -0.508
C -3.65404 -2.80458 -2.79047 0.0 0.1 0.0 -0.014
O -5.34692 -1.22286 -3.19996 -0.7 0.4 -0.5 0.080
H -3.53896 -1.12074 -0.70670 0.1 0.4 0.2 0.086
H -4.48564 0.27745 -1.40444 0.0 0.0 0.2 0.083
H -2.83868 -0.09356 -1.97466 0.1 0.0 0.1 0.066
H -2.60642 -2.73979 -3.08718 0.1 0.2 0.2 0.078
H -4.18374 -3.36060 -3.55800 -0.1 -0.1 0.1 0.081
H -3.73092 -3.30773 -1.82255 0.2 -0.2 -0.1 0.088